C24H72B3KO12Pb | wB97M-V/def2-TZVPD

## Properties
Charge ... 0
Highest occupied orbital energy ... -7.475 eV
E_LUMO ... 0.12 eV

XYZ file:
```
113
Properties=species:S:1:pos:R:3:forces:R:3
Pb 4.46452 -21.04117 13.55097 0.388 -0.013 1.081
K 0.90995 -20.56581 11.44497 -0.115 0.325 0.459
B 3.57405 -19.47513 11.73105 0.078 0.710 -0.441
H 3.03360 -18.95336 10.95652 -1.871 2.051 -3.244
H 3.05707 -19.27658 12.65709 -2.266 0.704 3.503
H 3.57990 -20.53728 11.54117 -0.281 -3.871 -1.227
H 4.58402 -19.12381 11.87523 3.659 1.432 0.176
B 6.88701 -20.52341 14.10165 1.059 0.171 0.242
H 6.41179 -21.12077 14.86425 -1.201 -2.158 3.364
H 6.89409 -21.16531 13.23439 0.198 -2.227 -3.643
H 6.23050 -19.68444 13.93030 -2.169 3.739 -0.722
H 7.89339 -20.18553 14.29475 3.682 1.167 1.032
B 2.13708 -22.08708 13.64465 -0.773 -0.683 0.264
H 1.13604 -22.48730 13.68911 -4.043 -1.387 0.396
H 2.22479 -21.06522 13.97985 -0.624 4.043 0.881
H 2.79506 -22.60294 14.32670 2.000 -2.458 2.382
H 2.47798 -22.22063 12.62966 1.396 -0.454 -3.980
C 5.25168 -21.69282 17.09542 -0.758 -0.651 -0.132
O 4.12518 -21.62744 16.16907 0.590 -0.045 1.196
C 2.98149 -21.00112 16.74356 0.713 0.341 0.197
C 3.13679 -19.48790 16.72548 0.262 -0.227 -0.286
O 3.48254 -19.12474 15.40666 -0.472 -0.229 -0.686
C 3.73160 -17.76594 15.30254 0.327 1.577 0.025
H 5.58970 -20.72574 17.46771 -0.053 0.161 -0.349
H 6.07726 -22.23862 16.63866 -0.247 0.384 -0.365
H 4.96433 -22.29877 17.95470 -0.310 0.007 0.226
H 2.82618 -21.35917 17.76130 0.034 0.021 0.254
H 2.08512 -21.25575 16.17806 0.323 -0.206 -0.306
H 3.93291 -19.05601 17.33191 0.017 -0.398 0.669
H 2.18456 -19.06610 17.04713 -0.218 0.370 -0.056
H 4.51889 -17.44697 15.98557 0.126 -0.074 0.387
H 2.85246 -17.15654 15.51194 -0.381 -0.049 0.289
H 4.07319 -17.39341 14.33681 -0.045 -0.964 -0.398
C 3.39168 -26.30979 9.04428 -0.515 -1.611 -1.055
O 2.74313 -25.15915 9.45372 -0.227 0.872 1.024
C 2.64388 -25.12640 10.88347 0.645 0.297 1.067
C 1.35996 -25.69431 11.51282 -0.268 0.861 -0.743
O 1.58017 -26.19639 12.79879 1.054 -0.913 0.759
C 0.42196 -26.35329 13.59949 -0.816 0.541 -0.611
H 2.79161 -27.15888 9.37147 0.298 -0.487 0.301
H 4.43411 -26.44625 9.33204 0.078 0.383 0.528
H 3.38032 -26.41736 7.95966 -0.102 0.555 -0.151
H 2.84739 -24.11034 11.22156 -0.210 0.183 -0.108
H 3.43017 -25.72548 11.34276 0.374 -0.166 -0.194
H 1.06698 -26.43687 10.77060 -0.721 -0.474 0.232
H 0.61335 -24.90908 11.63158 -0.325 0.122 -0.539
H -0.33748 -26.92874 13.07015 -0.119 -0.136 -0.177
H -0.00618 -25.37518 13.81883 -0.086 0.256 -0.046
H 0.54183 -26.83983 14.56748 0.970 -0.100 -0.266
C -0.57654 -17.96902 9.21631 0.627 -0.494 -2.483
O -1.08129 -18.24890 10.44782 -0.655 0.358 1.878
C -0.74462 -17.18055 11.32955 0.403 -1.120 1.182
C -1.06734 -17.49714 12.81298 0.770 -0.028 -0.704
O -0.57484 -18.80537 13.19171 -0.939 1.355 -1.462
C -0.47690 -18.91279 14.56845 0.157 -1.075 1.063
H -0.82251 -18.75940 8.50716 -0.155 -0.337 0.262
H 0.51285 -17.93263 9.21423 0.305 0.303 0.110
H -0.97418 -17.07691 8.73245 -0.054 0.519 0.344
H -1.15836 -16.23432 10.98090 -0.358 0.062 0.186
H 0.33776 -17.05572 11.36062 0.346 -0.043 -0.506
H -2.10235 -17.29085 13.08557 -0.223 -0.572 0.047
H -0.43933 -16.79574 13.36230 -0.155 0.389 0.176
H 0.00348 -19.87609 14.73988 0.335 0.129 0.216
H -1.43049 -18.97975 15.09217 -0.480 0.198 -0.209
H 0.07855 -18.10221 15.04019 0.331 0.106 -0.140
C -2.58259 -21.67981 11.38004 -1.090 0.138 -0.241
O -1.33279 -21.95489 10.86021 0.938 0.185 -1.912
C -1.39357 -22.35665 9.44186 2.513 -0.127 1.869
C 0.11417 -22.49004 9.01037 -2.232 0.419 -1.507
O 0.59494 -21.16431 8.82497 0.665 0.335 1.308
C 1.99359 -21.16962 8.57146 0.087 -0.180 -1.747
H -3.08581 -20.86553 10.85868 0.037 0.272 -0.260
H -2.51726 -21.35685 12.41904 0.147 -0.486 0.046
H -3.18101 -22.57264 11.19879 -0.536 -0.102 0.680
H -1.81527 -21.62527 8.75241 -0.346 0.303 0.423
H -1.94459 -23.29669 9.41342 0.085 -0.126 -0.295
H 0.04852 -22.86735 7.98986 0.225 -0.791 -0.108
H 0.76338 -23.14143 9.59545 -0.109 0.162 0.379
H 2.55663 -21.85773 9.20200 0.011 0.223 0.352
H 2.43739 -20.17825 8.48024 -0.398 0.250 1.019
H 2.13063 -21.49413 7.53995 0.086 -0.665 -0.226
C 4.35511 -24.86682 14.41965 -0.625 -1.023 0.794
O 5.16444 -23.72263 14.38466 0.265 0.149 0.403
C 6.40980 -23.96375 13.73434 -0.964 0.774 0.146
C 6.20517 -23.72405 12.23346 0.682 0.469 -0.386
O 5.35002 -22.58179 11.85242 0.835 -1.764 0.985
C 5.41621 -22.36652 10.48716 0.038 0.239 -1.740
H 4.02702 -25.26148 13.45804 0.231 0.217 -0.230
H 3.44876 -24.76283 15.01615 -0.071 1.044 -0.258
H 4.82246 -25.66688 14.99376 0.712 -0.300 -0.258
H 6.76505 -24.94954 14.03453 -0.092 -0.479 -0.796
H 7.19308 -23.31467 14.12583 -0.528 0.572 0.051
H 5.81969 -24.61599 11.73955 -0.064 0.017 -0.180
H 7.19173 -23.44573 11.86286 0.122 -0.393 -0.413
H 4.96833 -23.17838 9.91411 -0.376 -0.282 0.036
H 6.41206 -22.26325 10.05621 0.568 -0.118 0.612
H 4.93400 -21.43242 10.19900 -0.323 -0.068 0.474
C 6.83741 -16.50014 7.86225 -0.149 1.095 -0.303
O 6.16579 -16.42110 9.12656 1.078 0.119 -1.174
C 5.66264 -17.62704 9.57694 -0.173 -1.493 1.893
C 6.73549 -18.62837 10.18551 -0.376 -0.440 -1.375
O 7.62765 -19.21993 9.22536 0.290 -0.297 -1.760
C 7.03719 -19.98239 8.12003 0.143 0.387 1.978
H 7.69335 -17.16568 7.75036 -0.098 -0.240 0.709
H 7.18398 -15.49067 7.64100 0.170 0.073 0.279
H 6.16723 -16.69550 7.02510 -0.534 -0.427 0.117
H 4.93062 -18.06576 8.89888 0.439 -0.481 -0.797
H 4.95646 -17.41583 10.37993 0.394 0.295 0.471
H 6.34698 -19.50254 10.70800 -0.903 0.470 0.235
H 7.39381 -18.12836 10.89593 -0.122 0.302 -0.164
H 6.19865 -19.43249 7.69276 0.293 0.025 -0.477
H 6.64687 -20.93471 8.47897 -0.283 -0.052 0.307
H 7.82416 -20.29851 7.43530 0.027 0.757 -0.131
```
Forces are in eV/Å.